#P
ORCA calculation (ωB97M-V/def2-TZVPD) on a 8-piece molecular cluster, C40H104N8O12 overall.

Last column: Löwdin charge in e.
Positions of all 164 atoms, in Å:
C (20.06020, -13.87603, 10.01644)  -0.0969
O (20.96330, -12.99888, 9.35646)  -0.2001
C (21.65102, -12.12372, 10.20086)  -0.2422
C (22.13363, -10.93899, 9.29714)  -0.2207
N (23.36067, -11.35574, 8.63811)  -0.0397
C (23.46799, -10.70042, 7.32493)  -0.1941
C (22.63651, -11.45683, 6.28268)  -0.2559
O (23.46739, -12.48251, 5.81918)  -0.1870
C (22.79311, -13.47165, 5.00700)  -0.0804
H (19.04919, -13.48600, 10.13408)  0.0879
H (20.49621, -14.33529, 10.90362)  0.0886
H (19.98753, -14.71859, 9.32875)  0.0821
H (22.55351, -12.57389, 10.61433)  0.1212
H (21.08733, -11.65726, 11.00880)  0.1183
H (22.30562, -10.07616, 9.94060)  0.1147
H (21.20973, -10.85844, 8.72440)  0.1133
H (23.10536, -12.29054, 8.35339)  0.0842
H (24.46809, -10.57197, 6.91092)  0.1155
H (23.06336, -9.68836, 7.31504)  0.1096
H (22.43799, -10.71896, 5.50536)  0.1188
H (21.67118, -11.79166, 6.66231)  0.1171
H (23.49355, -14.23108, 4.65953)  0.0884
H (22.07043, -13.13191, 4.26510)  0.0834
H (22.08789, -13.92908, 5.70092)  0.0740
C (26.52399, -13.33822, -7.46901)  -0.1171
O (25.82744, -12.92508, -6.33454)  -0.2102
C (26.20646, -11.62369, -5.90424)  -0.1834
C (24.89697, -11.03903, -5.13896)  -0.1850
N (23.61434, -11.19417, -5.80459)  -0.0739
C (22.46694, -10.92404, -4.87871)  -0.1910
C (21.18910, -10.96443, -5.71864)  -0.2292
O (20.95618, -12.31977, -6.06047)  -0.2187
C (19.62227, -12.55166, -6.60224)  -0.0868
H (27.50417, -12.86210, -7.44336)  0.0794
H (25.93364, -12.94444, -8.29636)  0.0931
H (26.62449, -14.42339, -7.48890)  0.0889
H (26.71723, -10.98392, -6.62390)  0.1063
H (27.06125, -11.69087, -5.23125)  0.1066
H (25.15524, -10.00128, -4.92805)  0.1063
H (24.74822, -11.53581, -4.18022)  0.1023
H (23.42933, -12.17060, -5.98479)  0.0930
H (22.56479, -9.92850, -4.44579)  0.1185
H (22.43792, -11.73363, -4.14945)  0.1182
H (21.39241, -10.38681, -6.62038)  0.1242
H (20.30226, -10.81381, -5.10307)  0.1176
H (18.83878, -12.41836, -5.85626)  0.0776
H (19.49093, -13.57196, -6.96256)  0.0813
H (19.41625, -11.88462, -7.43933)  0.0819
C (33.90852, -20.88816, -10.87837)  -0.0935
O (33.62315, -19.58403, -11.36814)  -0.1980
C (32.29841, -19.28823, -11.68155)  -0.2339
C (31.98934, -19.60759, -13.18173)  -0.2048
N (30.62367, -19.26538, -13.56053)  -0.0638
C (30.34295, -19.67337, -14.95229)  -0.2251
C (28.87887, -19.51019, -15.32631)  -0.2131
O (28.35080, -20.66707, -15.89696)  -0.1991
C (28.30172, -21.86237, -15.19320)  -0.1107
H (34.82348, -21.41322, -11.15271)  0.0888
H (32.99136, -21.47697, -10.89279)  0.0806
H (33.93008, -20.66604, -9.81146)  0.0822
H (32.13134, -18.22328, -11.52010)  0.1198
H (31.61451, -19.66418, -10.92061)  0.1169
H (32.08404, -20.67924, -13.35699)  0.1107
H (32.71085, -19.09277, -13.81613)  0.1236
H (30.11444, -19.86959, -12.93147)  0.1005
H (30.78637, -20.60481, -15.30426)  0.1047
H (30.99956, -19.14567, -15.64402)  0.1143
H (28.75303, -18.76482, -16.11160)  0.1244
H (28.38958, -19.13839, -14.42605)  0.1175
H (27.92259, -21.71869, -14.18141)  0.0913
H (29.34320, -22.18204, -15.22848)  0.0758
H (27.71044, -22.59232, -15.74608)  0.0910
C (17.59287, -8.44014, 1.67777)  -0.1042
O (18.16453, -9.76855, 1.70306)  -0.2036
C (17.18561, -10.84877, 1.74944)  -0.1897
C (16.53799, -11.19954, 3.11189)  -0.2251
N (15.36298, -11.95828, 3.18076)  -0.0839
C (15.28065, -13.35851, 2.75030)  -0.1716
C (16.01556, -14.39431, 3.62617)  -0.2233
O (17.17980, -14.95277, 3.04566)  -0.2111
C (17.65691, -16.16938, 3.71623)  -0.0834
H (18.41399, -7.75382, 1.88475)  0.0884
H (16.68316, -8.29291, 2.25988)  0.0742
H (17.17246, -8.24263, 0.69170)  0.0744
H (17.65288, -11.73392, 1.31787)  0.1150
H (16.46715, -10.55614, 0.98374)  0.1108
H (16.18902, -10.23807, 3.48860)  0.1121
H (17.28834, -11.62888, 3.77577)  0.1250
H (14.50563, -11.52635, 2.86693)  0.1099
H (15.54454, -13.57601, 1.71534)  0.1130
H (14.20779, -13.54379, 2.69806)  0.1122
H (15.37745, -15.25913, 3.80783)  0.1033
H (16.31851, -14.14853, 4.64396)  0.1199
H (18.46157, -16.61056, 3.12802)  0.0833
H (16.87812, -16.92530, 3.81712)  0.0764
H (18.01289, -16.03134, 4.73717)  0.0779
C (9.54666, -15.43677, -5.00880)  -0.0786
C (10.04639, -14.07502, -4.48090)  -0.4319
C (9.82453, -12.98681, -5.59983)  -0.1410
O (10.49499, -13.19767, -6.86735)  -0.1916
C (10.55990, -12.23507, -7.79854)  -0.1711
N (9.20270, -13.76221, -3.35512)  0.0118
H (9.71635, -16.24238, -4.29444)  0.0722
H (9.99693, -15.47667, -6.00064)  0.0717
H (8.46198, -15.53163, -5.05943)  0.0723
H (11.08610, -14.17112, -4.16807)  0.1377
H (10.24639, -12.14498, -5.05077)  0.1234
H (8.74812, -13.06924, -5.75033)  0.1239
H (10.71178, -11.20320, -7.48187)  0.0903
H (9.62036, -12.23719, -8.35113)  0.0817
H (11.28588, -12.60258, -8.52379)  0.0937
H (8.23828, -13.75183, -3.65494)  0.0658
H (9.22790, -14.53080, -2.70034)  0.0698
C (25.23373, -9.79672, -14.33784)  -0.0739
C (26.54714, -9.84630, -15.09360)  -0.4280
C (27.82840, -9.31999, -14.25097)  -0.1318
O (27.52651, -7.90879, -14.14489)  -0.2045
C (28.54466, -7.13237, -13.66409)  -0.1619
N (26.69214, -11.22373, -15.50516)  0.0168
H (25.36051, -10.33659, -13.39945)  0.0744
H (24.43400, -10.34599, -14.83465)  0.0762
H (24.95340, -8.77723, -14.07297)  0.0751
H (26.56025, -9.20185, -15.97258)  0.1345
H (28.60460, -9.37249, -15.01442)  0.1132
H (27.95275, -9.83345, -13.29756)  0.1249
H (29.47773, -7.32074, -14.19513)  0.0800
H (28.73474, -7.31319, -12.60613)  0.0855
H (28.45932, -6.05226, -13.78319)  0.0869
H (26.73446, -11.93351, -14.78786)  0.0721
H (27.61841, -11.27068, -15.90507)  0.0604
C (28.42410, -5.73637, 1.06205)  -0.0861
C (27.36647, -4.77411, 1.76250)  -0.3736
C (27.74808, -3.24240, 1.55166)  -0.1638
O (26.75892, -2.24311, 1.93896)  -0.2126
C (26.47456, -2.05368, 3.35992)  -0.0799
N (26.18471, -5.09774, 0.94065)  0.0062
H (28.55165, -5.55119, -0.00450)  0.0693
H (28.18925, -6.78152, 1.26362)  0.0679
H (29.41057, -5.59132, 1.50244)  0.0561
H (27.16520, -5.17885, 2.75435)  0.1222
H (27.95049, -3.12495, 0.48707)  0.1192
H (28.70163, -3.00355, 2.02261)  0.1128
H (26.32876, -3.02894, 3.82438)  0.0764
H (25.61101, -1.43931, 3.61472)  0.0786
H (27.27638, -1.46990, 3.81202)  0.0776
H (25.40296, -5.40458, 1.50174)  0.0647
H (25.95215, -4.28540, 0.38737)  0.0648
C (12.43621, -17.82304, -11.51816)  -0.0754
C (11.49155, -18.04450, -12.71100)  -0.3656
C (10.42207, -16.88186, -12.79279)  -0.2719
O (9.46346, -17.25935, -13.66743)  -0.2154
C (8.36914, -16.33019, -13.86216)  -0.0536
N (12.37263, -18.19226, -13.92653)  0.0274
H (11.98230, -17.90227, -10.53034)  0.0723
H (12.92018, -16.84666, -11.49466)  0.0713
H (13.30400, -18.47667, -11.60650)  0.0708
H (10.86949, -18.93393, -12.81122)  0.1312
H (10.90048, -15.91764, -12.96459)  0.1187
H (9.84847, -16.64335, -11.89714)  0.1148
H (7.87715, -16.28182, -12.89071)  0.0891
H (7.71351, -16.60595, -14.68811)  0.0859
H (8.87736, -15.44030, -14.23353)  0.0858
H (11.71389, -18.14937, -14.69094)  0.0551
H (13.00183, -17.41042, -14.04024)  0.0594

As for the highest occupied orbital energy: -8.597 eV. Its structure (SMILES) is COC[C@H](C)N.COC[C@H](C)N.COC[C@H](C)N.COC[C@H](C)N.COCCNCCOC.COCCNCCOC.COCCNCCOC.COCCNCCOC. The calculation puts the orbital gap at 9.163 eV.

=====

#Q
ORCA calculation (ωB97M-V/def2-TZVPD) on a 8-piece molecular cluster, C40H104N8O12 overall.

Last column: Löwdin charge in e.
Positions of all 164 atoms, in Å:
C (-1.63143, 0.33331, 2.54923)  -0.0731
O (-0.24382, 0.09316, 2.40230)  -0.2111
C (0.48110, 1.16188, 1.84559)  -0.2153
C (1.92996, 0.72614, 1.58976)  -0.1879
N (2.03045, -0.52810, 0.83161)  -0.0404
C (1.39424, -0.42662, -0.50046)  -0.1794
C (1.95808, -1.52962, -1.38421)  -0.2187
O (1.24607, -1.53069, -2.60918)  -0.1971
C (1.55347, -2.63606, -3.42219)  -0.1123
H (-2.10186, 0.51589, 1.58085)  0.0774
H (-1.75110, 1.20763, 3.19803)  0.0808
H (-2.06178, -0.52763, 3.05349)  0.0630
H (0.57683, 1.95253, 2.60695)  0.1180
H (0.01881, 1.54621, 0.93354)  0.0953
H (2.52949, 0.60111, 2.49182)  0.0964
H (2.38030, 1.53439, 1.00327)  0.1200
H (1.38564, -1.11977, 1.35567)  0.0612
H (1.55770, 0.52427, -1.00536)  0.1087
H (0.34077, -0.66674, -0.31780)  0.1288
H (1.99271, -2.47262, -0.83055)  0.1218
H (2.99321, -1.27697, -1.65147)  0.1020
H (0.75219, -2.95657, -4.08287)  0.0779
H (1.65756, -3.54349, -2.80127)  0.0823
H (2.56323, -2.52929, -3.83216)  0.0888
C (-0.85662, 1.46239, 6.25690)  -0.1167
O (-0.44034, 0.34382, 7.02063)  -0.1976
C (-0.80841, -0.87322, 6.35214)  -0.2149
C (0.33449, -1.29796, 5.46323)  -0.1973
N (0.46289, -2.76460, 5.33514)  -0.0357
C (1.80332, -3.12587, 4.77351)  -0.1872
C (1.97413, -2.75162, 3.28855)  -0.2266
O (0.87186, -3.14781, 2.52778)  -0.2302
C (0.76072, -4.55051, 2.24004)  -0.0596
H (-0.64989, 2.36334, 6.83086)  0.0800
H (-1.95345, 1.46654, 6.21913)  0.0887
H (-0.42741, 1.45127, 5.25651)  0.0757
H (-1.76873, -0.71732, 5.85431)  0.0875
H (-1.05455, -1.56130, 7.16540)  0.1213
H (1.26290, -0.84537, 5.81728)  0.1272
H (0.19926, -0.87592, 4.45767)  0.0978
H (-0.03976, -2.97034, 4.46585)  0.0577
H (1.86011, -4.21081, 4.87958)  0.0965
H (2.58059, -2.68284, 5.39923)  0.1160
H (2.88600, -3.24064, 2.91358)  0.1274
H (2.14458, -1.67952, 3.17964)  0.1020
H (0.92146, -5.06176, 3.19384)  0.0795
H (1.60780, -4.75836, 1.58599)  0.0914
H (-0.20835, -4.86617, 1.87335)  0.0828
C (-1.46986, 4.75502, 4.07989)  -0.0999
O (-0.28711, 4.30079, 4.66853)  -0.2317
C (0.43119, 5.16562, 5.51129)  -0.2293
C (1.77388, 4.51023, 5.82957)  -0.2039
N (2.42937, 4.23410, 4.54602)  -0.0418
C (3.22276, 3.00149, 4.52710)  -0.1914
C (4.48834, 3.15890, 3.70095)  -0.2290
O (4.86355, 1.83765, 3.39719)  -0.2081
C (5.95108, 1.75028, 2.49579)  -0.1025
H (-1.65478, 4.02533, 3.29143)  0.0696
H (-1.39169, 5.73970, 3.60610)  0.0916
H (-2.31243, 4.78007, 4.77773)  0.0917
H (-0.10296, 5.39598, 6.44470)  0.1249
H (0.56062, 6.14525, 5.03232)  0.1247
H (1.57665, 3.61324, 6.43396)  0.1102
H (2.32016, 5.21546, 6.46681)  0.1168
H (1.58192, 4.04586, 4.02074)  0.0755
H (2.58624, 2.23873, 4.06939)  0.1014
H (3.47811, 2.65449, 5.53047)  0.1232
H (5.27041, 3.71030, 4.23463)  0.1245
H (4.23020, 3.71459, 2.79167)  0.1229
H (6.68083, 2.48758, 2.85244)  0.0859
H (5.63249, 1.95165, 1.47165)  0.0777
H (6.53534, 0.83001, 2.50879)  0.0817
C (-7.87421, 3.84432, -5.52945)  -0.1115
O (-7.24177, 3.80164, -4.27036)  -0.1904
C (-5.84095, 3.82096, -4.33765)  -0.2527
C (-5.20225, 3.37286, -3.04387)  -0.2043
N (-5.26589, 1.89646, -2.92108)  -0.0578
C (-5.43697, 1.43714, -1.53765)  -0.2015
C (-4.38293, 1.99308, -0.56885)  -0.1870
O (-5.00913, 3.05939, 0.16769)  -0.2200
C (-5.74327, 2.67278, 1.29845)  -0.1259
H (-8.93428, 3.99289, -5.36412)  0.0874
H (-7.61992, 3.00101, -6.17983)  0.0871
H (-7.46508, 4.69554, -6.09431)  0.0858
H (-5.52605, 4.85698, -4.53420)  0.1268
H (-5.45938, 3.19462, -5.15659)  0.1278
H (-5.77930, 3.78744, -2.20616)  0.1209
H (-4.20579, 3.81465, -3.00736)  0.1134
H (-6.17564, 1.72307, -3.34352)  0.0959
H (-5.25910, 0.35695, -1.54857)  0.1140
H (-6.43637, 1.71716, -1.19440)  0.1195
H (-3.56656, 2.42919, -1.14138)  0.1023
H (-4.04276, 1.24088, 0.14483)  0.1045
H (-6.30190, 3.56362, 1.59055)  0.0896
H (-5.07526, 2.41658, 2.12684)  0.0821
H (-6.50378, 1.89506, 1.17397)  0.0857
C (-1.35114, 4.02162, 0.23652)  -0.0514
C (-0.09882, 3.96837, -0.69374)  -0.4327
C (-0.27734, 3.07960, -1.88592)  -0.2163
O (1.00785, 2.90176, -2.46833)  -0.1869
C (1.05986, 1.93899, -3.48514)  -0.1112
N (0.13226, 5.33962, -1.15052)  0.0423
H (-1.61202, 3.07063, 0.69334)  0.0538
H (-2.17744, 4.42626, -0.35275)  0.0809
H (-1.13884, 4.76853, 1.00282)  0.0616
H (0.69094, 3.66402, 0.00543)  0.1281
H (-1.01737, 3.46911, -2.59375)  0.1296
H (-0.69790, 2.09605, -1.62592)  0.1219
H (0.09716, 1.91377, -4.02004)  0.0919
H (1.12873, 0.88465, -3.17819)  0.0660
H (1.89216, 2.16128, -4.15081)  0.0868
H (1.08008, 5.45335, -1.49560)  0.0760
H (0.07301, 5.92496, -0.32134)  0.0657
C (-2.22829, -4.94857, 4.24795)  -0.0651
C (-2.64159, -3.73709, 3.44444)  -0.4144
C (-3.96920, -3.93822, 2.69143)  -0.2121
O (-4.13190, -4.99044, 1.76039)  -0.1702
C (-4.49790, -6.24278, 2.30990)  -0.1084
N (-2.76554, -2.54447, 4.32520)  0.0482
H (-2.16106, -5.86920, 3.67020)  0.0720
H (-3.07779, -5.14900, 4.91902)  0.0874
H (-1.37408, -4.82779, 4.91304)  0.0728
H (-1.87814, -3.39071, 2.74044)  0.1185
H (-4.20921, -3.06093, 2.08200)  0.1233
H (-4.79604, -3.90638, 3.41812)  0.1279
H (-4.04407, -6.42110, 3.28336)  0.0616
H (-4.19423, -7.06635, 1.66289)  0.0886
H (-5.58906, -6.29777, 2.36549)  0.0891
H (-2.98198, -2.88490, 5.25616)  0.0789
H (-3.50553, -1.96799, 3.93988)  0.0661
C (0.38625, -3.75722, -7.24818)  -0.0754
C (0.84349, -4.30523, -8.58385)  -0.4365
C (0.16604, -5.60520, -9.01776)  -0.2253
O (0.85987, -6.02755, -10.16837)  -0.1888
C (0.20534, -6.99760, -10.94428)  -0.1157
N (0.64399, -3.26298, -9.59666)  0.0366
H (-0.68144, -3.51791, -7.26874)  0.0796
H (0.92655, -2.86783, -6.93278)  0.0748
H (0.49301, -4.50908, -6.46087)  0.0734
H (1.91860, -4.49492, -8.57526)  0.1390
H (-0.91735, -5.47607, -9.14374)  0.1271
H (0.22617, -6.40162, -8.25903)  0.1260
H (-0.55732, -7.48984, -10.32218)  0.0813
H (0.83148, -7.84662, -11.22249)  0.0845
H (-0.32707, -6.61011, -11.81466)  0.0864
H (-0.30954, -2.93316, -9.59573)  0.0674
H (0.99093, -3.54469, -10.49921)  0.0654
C (5.34121, 0.48691, -3.85455)  -0.0658
C (5.53941, 1.20799, -2.48103)  -0.3935
C (5.77996, 0.12914, -1.42640)  -0.2228
O (6.69153, -0.81785, -1.93296)  -0.1903
C (7.14860, -1.74278, -0.94861)  -0.0783
N (6.70411, 2.08908, -2.60736)  0.0286
H (4.86193, 1.10941, -4.61209)  0.0687
H (4.81309, -0.46420, -3.74347)  0.0649
H (6.30511, 0.22274, -4.29253)  0.0710
H (4.61633, 1.76007, -2.30505)  0.1290
H (4.77942, -0.31204, -1.27460)  0.1020
H (5.99376, 0.45240, -0.40275)  0.1046
H (6.94338, -1.36624, 0.05638)  0.0782
H (8.23161, -1.86202, -0.99284)  0.0853
H (6.62540, -2.68129, -1.13720)  0.0889
H (7.51606, 1.49295, -2.69967)  0.0660
H (6.60435, 2.70009, -3.40432)  0.0644

As for the highest occupied orbital energy: -8.696 eV. Its structure (SMILES) is COC[C@H](C)N.COC[C@H](C)N.COC[C@H](C)N.COC[C@H](C)N.COCCNCCOC.COCCNCCOC.COCCNCCOC.COCCNCCOC. The calculation puts the orbital gap at 9.116 eV.

=====

Most stable structure among those shown: #Q. Next: +538.5 kJ/mol.